78
Properties=species:S:1:pos:R:3 method="wB97M-V/def2-TZVPD" smiles="CCCN[C@H]1CNC(=O)[C@H]1F.C[Si](C)(C)O[Si](C)(C)C.C[Si](C)(C)O[Si](C)(C)C" lumo_ev=0.5 energy_ha=-2346.7418 charge=0 orbital_gap_ev=9.589 homo_ev=-9.131
C -3.935 4.022 -1.730
C -3.526 2.670 -2.287
C -2.216 2.727 -3.074
N -1.030 2.430 -2.259
C 0.070 1.800 -2.936
C -0.261 0.404 -3.480
N -0.401 0.584 -4.952
C -0.096 1.890 -5.329
O -0.392 2.413 -6.390
C 0.668 2.509 -4.153
F 0.496 3.875 -4.094
H -3.180 4.437 -1.067
H -4.854 3.933 -1.155
H -4.132 4.725 -2.533
H -4.291 2.334 -2.983
H -3.415 1.931 -1.501
H -2.289 2.030 -3.902
H -2.104 3.712 -3.530
H -0.719 3.260 -1.783
H 0.860 1.731 -2.186
H -1.188 0.112 -3.001
H 0.532 -0.310 -3.329
H -1.317 0.335 -5.294
H 1.733 2.334 -4.270
C 4.760 -2.141 1.011
Si 3.815 -3.751 0.891
C 4.992 -5.118 0.396
C 3.081 -4.152 2.557
O 2.605 -3.612 -0.222
Si 2.394 -3.300 -1.824
C 0.580 -3.333 -2.249
C 3.276 -4.583 -2.860
C 3.072 -1.604 -2.243
H 5.294 -1.923 0.083
H 5.496 -2.193 1.816
H 4.087 -1.306 1.219
H 4.456 -6.056 0.235
H 5.734 -5.281 1.180
H 5.524 -4.871 -0.525
H 2.530 -5.094 2.532
H 2.398 -3.368 2.889
H 3.878 -4.243 3.297
H 0.137 -4.308 -2.039
H 0.447 -3.120 -3.312
H 0.031 -2.579 -1.679
H 4.359 -4.522 -2.732
H 3.052 -4.434 -3.918
H 2.959 -5.591 -2.584
H 4.156 -1.569 -2.120
H 2.635 -0.838 -1.597
H 2.844 -1.350 -3.280
C -2.138 1.100 0.906
Si -0.924 1.088 2.327
C -0.647 -0.677 2.884
C 0.700 1.794 1.739
O -1.502 1.996 3.574
Si -2.795 2.055 4.594
C -2.607 3.500 5.757
C -2.898 0.476 5.593
C -4.376 2.265 3.614
H -3.066 0.593 1.180
H -1.717 0.593 0.036
H -2.377 2.124 0.611
H -0.004 -0.712 3.766
H -0.167 -1.255 2.090
H -1.590 -1.167 3.134
H 1.448 1.791 2.534
H 0.583 2.820 1.386
H 1.082 1.191 0.911
H -1.703 3.408 6.363
H -3.464 3.541 6.432
H -2.557 4.445 5.213
H -3.118 -0.383 4.957
H -3.690 0.554 6.341
H -1.959 0.282 6.114
H -4.579 1.388 2.997
H -4.314 3.135 2.956
H -5.223 2.407 4.288



81
Properties=species:S:1:pos:R:3 method="wB97M-V/def2-TZVPD" lumo_ev=1.9 energy_ha=-3437.6955 charge=-1 orbital_gap_ev=5.349 homo_ev=-3.462
C 0.796 -0.931 4.129
C 1.299 -0.129 2.929
C 0.346 0.956 2.380
C -0.800 1.429 3.274
N -1.864 0.428 3.330
Ga -3.575 0.990 2.561
N -4.537 -0.541 1.829
H 0.531 -0.296 4.972
H 1.548 -1.656 4.452
H -0.109 -1.474 3.857
H 1.509 -0.837 2.122
H 2.269 0.317 3.177
H 0.956 1.829 2.121
H -0.106 0.622 1.443
H -1.168 2.361 2.817
H -0.418 1.720 4.263
H -2.022 0.173 4.298
H -3.235 1.986 1.329
H -4.517 1.702 3.682
H -4.533 -1.290 2.519
H -3.927 -0.886 1.088
C 0.462 -0.922 -0.875
C 1.834 -0.419 -1.254
O 2.800 -0.514 -0.502
N 1.959 0.199 -2.454
C 0.933 0.463 -3.444
H 0.508 -1.354 0.120
H -0.257 -0.102 -0.861
H 0.110 -1.678 -1.578
H 2.884 0.556 -2.639
H 1.188 0.020 -4.404
H 0.817 1.538 -3.582
H -0.015 0.044 -3.123
C 4.311 4.652 -1.191
C 3.467 3.440 -1.522
O 3.104 3.215 -2.673
N 3.143 2.614 -0.507
C 3.489 2.714 0.894
H 4.482 5.200 -2.113
H 3.803 5.300 -0.476
H 5.269 4.357 -0.762
H 2.589 1.806 -0.764
H 4.058 1.838 1.210
H 2.584 2.767 1.493
H 4.083 3.605 1.083
C 0.678 -0.182 -7.727
C -0.590 0.461 -7.210
O -0.781 0.648 -6.023
N -1.524 0.832 -8.132
C -1.470 0.693 -9.569
H 1.308 -0.411 -6.873
H 0.460 -1.103 -8.269
H 1.216 0.491 -8.396
H -2.342 1.257 -7.723
H -1.528 1.665 -10.063
H -2.289 0.072 -9.938
H -0.536 0.224 -9.862
C -5.222 -2.257 -1.935
C -3.871 -1.576 -1.936
O -3.108 -1.672 -0.998
N -3.543 -0.822 -3.029
C -4.330 -0.577 -4.212
H -5.315 -2.783 -0.990
H -6.026 -1.525 -2.008
H -5.313 -2.962 -2.763
H -2.645 -0.373 -2.948
H -3.813 -0.918 -5.113
H -4.553 0.486 -4.329
H -5.274 -1.111 -4.145
C 2.947 -1.808 7.833
C 1.461 -2.082 7.922
O 0.645 -1.360 7.389
N 1.066 -3.190 8.619
C 1.892 -4.159 9.299
H 3.075 -0.906 7.241
H 3.384 -1.659 8.822
H 3.471 -2.631 7.346
H 0.067 -3.319 8.628
H 1.759 -5.160 8.880
H 1.659 -4.203 10.366
H 2.939 -3.891 9.196



78
Properties=species:S:1:pos:R:3 method="wB97M-V/def2-TZVPD" smiles=COCCNCCOC.COCCNCCOC.COCCNCCOC.CO relative_energy_ev=0.4598 lumo_ev=0.6 energy_ha=-1444.0816 charge=0 orbital_gap_ev=9.210 homo_ev=-8.567
C 5.528 -0.411 7.851
O 6.286 -0.398 6.658
C 5.714 -1.003 5.528
C 4.283 -0.597 5.210
N 4.135 0.873 5.235
C 2.749 1.269 5.444
C 2.558 2.735 5.149
O 1.186 3.025 5.282
C 0.917 4.405 5.164
H 5.352 0.617 8.183
H 6.075 -0.935 8.637
H 4.557 -0.898 7.739
H 5.735 -2.107 5.589
H 6.358 -0.786 4.675
H 3.568 -1.138 5.840
H 4.108 -0.880 4.167
H 4.705 1.229 5.993
H 2.402 1.064 6.464
H 2.144 0.709 4.729
H 2.915 2.965 4.136
H 3.146 3.367 5.834
H 1.232 4.952 6.061
H -0.158 4.526 5.055
H 1.432 4.829 4.294
C 0.284 2.348 -0.149
O -1.069 2.547 -0.421
C -1.300 2.747 -1.793
C -2.781 2.676 -2.069
N -3.294 1.379 -1.655
C -4.738 1.264 -1.711
C -5.258 1.287 -3.144
O -5.910 0.075 -3.412
C -6.368 0.013 -4.743
H 0.584 1.323 -0.415
H 0.469 2.412 0.927
H 0.957 3.054 -0.646
H -0.780 1.988 -2.399
H -0.878 3.708 -2.126
H -2.908 2.848 -3.142
H -3.280 3.509 -1.540
H -2.926 1.214 -0.727
H -5.235 2.005 -1.065
H -5.014 0.273 -1.341
H -4.383 1.397 -3.808
H -5.903 2.154 -3.339
H -5.518 0.065 -5.439
H -7.068 0.822 -4.980
H -6.881 -0.933 -4.899
C 0.446 -3.675 -1.536
O 1.742 -3.882 -2.089
C 1.752 -4.163 -3.462
C 1.526 -2.983 -4.400
N 0.170 -2.471 -4.355
C -0.075 -1.378 -5.269
C -1.524 -0.947 -5.217
O -2.331 -2.090 -5.286
C -3.713 -1.797 -5.212
H -0.099 -2.900 -2.061
H 0.594 -3.461 -0.479
H -0.100 -4.629 -1.568
H 1.048 -4.968 -3.741
H 2.750 -4.559 -3.671
H 1.788 -3.324 -5.422
H 2.252 -2.193 -4.190
H -0.471 -3.236 -4.530
H 0.160 -1.648 -6.318
H 0.573 -0.541 -5.006
H -1.726 -0.294 -6.080
H -1.701 -0.362 -4.303
H -4.241 -2.589 -5.746
H -3.940 -0.830 -5.666
H -4.071 -1.817 -4.177
C 0.170 -0.865 2.727
O 0.039 -2.105 2.027
H -0.540 -0.948 3.548
H 1.186 -0.720 3.094
H -0.159 -0.027 2.106
H 0.767 -2.187 1.406



85
Properties=species:S:1:pos:R:3 method="wB97M-V/def2-TZVPD" smiles=COCCOCCOC.COCCOCCOC.ClCCl.ClCCl.ClCCl.CO.CO.CO.CO relative_energy_ev=0.0828 lumo_ev=0.5 energy_ha=-4267.2364 charge=0 orbital_gap_ev=9.877 homo_ev=-9.415
C -2.830 -5.698 0.469
O -1.420 -5.708 0.348
C -0.801 -6.777 1.068
C 0.639 -6.401 1.476
O 0.522 -5.564 2.565
C 1.841 -5.265 2.991
C 1.871 -4.306 4.154
O 1.611 -2.948 3.681
C 1.571 -1.957 4.659
H -3.377 -6.306 -0.299
H -3.156 -4.649 0.352
H -3.223 -5.980 1.455
H -0.744 -7.696 0.417
H -1.348 -6.960 2.021
H 1.161 -5.969 0.638
H 1.186 -7.321 1.704
H 2.322 -4.751 2.149
H 2.332 -6.217 3.174
H 2.813 -4.339 4.667
H 1.151 -4.534 4.930
H 0.829 -1.207 4.412
H 2.559 -1.521 4.706
H 1.285 -2.443 5.617
C -1.772 9.780 4.681
O -1.821 8.581 3.915
C -2.194 8.876 2.580
C -2.518 7.613 1.823
O -1.321 6.792 1.762
C -1.505 5.510 1.196
C -0.189 4.769 1.112
O 0.470 5.087 -0.109
C 1.827 4.651 -0.192
H -1.586 9.515 5.733
H -2.765 10.224 4.758
H -1.051 10.492 4.274
H -1.257 9.320 2.089
H -3.064 9.530 2.600
H -2.889 7.791 0.785
H -3.353 7.021 2.257
H -1.728 5.598 0.118
H -2.227 4.986 1.791
H -0.397 3.710 1.148
H 0.451 4.977 1.946
H 2.208 4.906 -1.190
H 2.019 3.585 0.085
H 2.413 5.177 0.551
Cl -2.387 1.100 -3.713
C -0.967 1.155 -4.778
Cl -1.442 0.216 -6.205
H -0.869 2.175 -4.973
H -0.126 0.695 -4.301
Cl 4.525 -3.493 -0.449
C 4.422 -1.734 -0.674
Cl 5.288 -1.192 -2.089
H 3.414 -1.466 -0.852
H 4.858 -1.304 0.213
Cl 0.415 0.698 -1.342
C -0.243 -0.739 -0.586
Cl 0.798 -1.402 0.743
H -1.203 -0.471 -0.171
H -0.367 -1.567 -1.258
C -1.504 -3.459 -2.532
O -2.030 -2.099 -2.563
H -0.424 -3.495 -2.839
H -1.619 -3.763 -1.505
H -2.061 -4.064 -3.246
H -1.876 -1.724 -3.422
C 2.231 -2.372 -3.754
O 1.752 -1.827 -2.507
H 3.004 -1.709 -4.146
H 2.660 -3.358 -3.552
H 1.454 -2.391 -4.558
H 1.652 -0.858 -2.607
C -3.992 -1.973 -0.110
O -3.586 -0.737 -0.718
H -5.008 -2.244 -0.354
H -3.257 -2.735 -0.328
H -3.925 -1.724 0.961
H -3.371 -1.001 -1.638
C 3.389 1.062 -5.049
O 2.181 0.368 -5.379
H 3.831 0.617 -4.188
H 4.139 1.047 -5.833
H 3.198 2.098 -4.778
H 2.500 -0.304 -5.990



108
Properties=species:S:1:pos:R:3 method="wB97M-V/def2-TZVPD" lumo_ev=1.3 energy_ha=-3743.7760 charge=-1 orbital_gap_ev=3.259 homo_ev=-1.952
C -4.164 -1.885 -2.430
C -3.969 -2.299 -0.974
S -2.827 -1.277 -0.021
C -1.389 -0.898 -1.057
C -1.426 0.444 -1.753
O -1.796 1.404 -0.693
C 0.022 0.783 -2.174
C 0.186 1.134 -3.634
C 0.582 2.557 -3.952
N -0.015 0.333 -4.610
H -4.938 -2.522 -2.882
H -3.254 -2.026 -3.019
H -4.477 -0.841 -2.510
H -4.918 -2.192 -0.440
H -3.688 -3.360 -0.930
H -1.248 -1.701 -1.788
H -0.552 -0.965 -0.320
H -1.696 2.261 -1.109
H 0.346 1.636 -1.556
H 0.740 -0.029 -1.945
H 1.297 2.955 -3.223
H -0.330 3.164 -3.919
H 1.005 2.620 -4.959
H -0.343 -0.560 -4.233
C -6.606 0.291 2.361
N -6.631 -0.664 1.221
O -7.116 -0.293 0.177
O -6.142 -1.756 1.417
H -7.064 1.217 2.035
H -7.152 -0.169 3.178
H -5.563 0.432 2.629
C -1.156 -1.054 3.048
N -0.299 -1.915 3.899
O 0.887 -2.000 3.645
O -0.828 -2.497 4.829
H -0.545 -0.619 2.268
H -1.938 -1.678 2.623
H -1.577 -0.294 3.701
C 0.155 4.391 0.464
N -1.108 4.967 -0.072
O -1.662 5.856 0.542
O -1.505 4.471 -1.102
H 0.400 4.904 1.387
H -0.023 3.328 0.611
H 0.918 4.527 -0.296
C 2.825 0.937 2.813
N 1.717 1.661 2.133
O 0.618 1.156 2.163
O 1.996 2.704 1.577
H 2.416 0.029 3.241
H 3.568 0.717 2.053
H 3.228 1.607 3.567
C 4.401 -1.345 -2.128
N 3.462 -1.266 -0.978
O 3.925 -1.015 0.125
O 2.295 -1.430 -1.230
H 5.405 -1.166 -1.764
H 4.296 -2.335 -2.561
H 4.085 -0.590 -2.843
C -4.418 -5.587 1.749
N -4.275 -6.615 0.679
O -3.718 -6.300 -0.346
O -4.734 -7.716 0.919
H -3.974 -4.661 1.400
H -5.480 -5.467 1.941
H -3.911 -5.970 2.629
C 2.055 -3.922 5.584
N 2.929 -4.637 6.555
O 2.663 -4.562 7.737
O 3.877 -5.256 6.112
H 1.271 -3.423 6.137
H 2.678 -3.216 5.047
H 1.657 -4.658 4.891
C 1.929 6.154 -5.561
N 2.780 5.451 -4.565
O 2.550 5.635 -3.389
O 3.656 4.731 -4.998
H 1.197 6.747 -5.027
H 2.587 6.769 -6.168
H 1.446 5.390 -6.164
C 3.773 8.103 -9.804
N 2.856 8.262 -8.643
O 3.350 8.330 -7.536
O 1.671 8.308 -8.883
H 4.789 8.075 -9.431
H 3.500 7.177 -10.301
H 3.605 8.948 -10.464
C 4.335 -6.668 3.214
N 3.135 -6.640 2.332
O 2.167 -6.018 2.715
O 3.204 -7.252 1.288
H 4.120 -6.081 4.098
H 4.521 -7.711 3.453
H 5.165 -6.261 2.644
C -3.082 3.279 -5.055
N -2.445 4.301 -5.936
O -2.953 4.553 -7.009
O -1.429 4.805 -5.508
H -3.968 2.907 -5.554
H -2.348 2.492 -4.884
H -3.317 3.769 -4.114
C 2.091 -4.248 10.904
N 1.813 -2.840 11.302
O 2.079 -1.960 10.514
O 1.335 -2.668 12.405
H 2.511 -4.259 9.908
H 2.782 -4.652 11.638
H 1.146 -4.782 10.944